Computed, not measured: a gas-phase ion, C20H22NO4 (charge +1), with wB97M-V/def2-TZVPD.

Its SMILES is COc1cccc2c1C(=O)c1c(OC)cc(C[N+](C)(C)C)cc1C2=O. For the molecular weight, the calculation gives 340.399 g mol⁻¹. For the total energy, the calculation gives -1130.74041 a.u. As for the LUMO energy: -3.663 eV. The energy above the lowest of the compared OMol25 structures with the same formula, charge and spin comes out at 0.00 kcal/mol.

The geometry in ORCA input format:
```
! wB97M-V def2-TZVPD RIJCOSX def2/J DEFGRID3
* xyz 1 1
O 0.089 -2.022 -2.663
O 1.411 2.673 -0.649
O 3.500 2.908 -2.332
O 0.702 1.907 1.912
C 0.555 -1.025 -2.112
C 1.374 1.476 -0.983
C 2.912 0.284 -4.829
C 3.429 1.393 -4.186
C 1.981 -0.512 -4.129
C -0.542 -0.078 1.951
C -0.644 -1.585 0.033
C 2.952 1.794 -2.922
C 0.272 0.806 1.216
C 1.513 -0.167 -2.845
C 0.180 -0.706 -0.704
C 1.950 1.051 -2.277
C 0.607 0.533 -0.153
C -1.009 -1.296 1.354
C 3.652 4.085 -3.126
C 2.114 1.896 2.225
C -3.161 -1.022 3.666
C -3.815 -1.113 1.367
C -3.964 -3.072 2.843
C -1.792 -2.320 2.098
N -3.165 -1.890 2.503
H 3.222 0.042 -5.829
H 4.275 1.914 -4.677
H 1.689 -1.410 -4.632
H -0.737 0.171 3.005
H -1.024 -2.482 -0.453
H 3.370 4.989 -2.485
H 3.019 4.061 -4.016
H 4.703 4.231 -3.415
H 2.617 2.810 1.861
H 2.188 1.725 3.303
H 2.682 1.075 1.784
H -4.168 -0.957 4.147
H -2.455 -1.428 4.402
H -2.817 -0.021 3.373
H -4.841 -0.760 1.608
H -3.882 -1.763 0.478
H -3.263 -0.233 1.049
H -3.955 -3.774 2.034
H -3.630 -3.571 3.784
H -4.993 -2.767 2.941
H -1.230 -2.612 3.012
H -1.866 -3.240 1.467
*
```